1.
ORCA calculation (the ωB97M-V functional and the def2-TZVPD basis) on C19H23N3O5 in the gas phase.

For the HOMO energy, the calculation gives -8.153 eV. The value obtained for the max |F| is 0.7 eV Å⁻¹. The electronic energy comes out at -1278.2726 hartree. Its spin multiplicity is 1. For the gap between HOMO and LUMO, the calculation gives 8.9 eV. The value obtained for the LUMO energy is 0.7 eV. The calculation puts the energy relative to the best compared isomer or geometry (same formula, charge and spin) at 3.7290 eV.

Each line ends with the Mulliken charge.
Cartesian coordinates (Å):
C -4.425 -2.907 0.250  -0.99
C -4.600 -2.111 -1.040  -0.41
O -4.890 -0.747 -0.805  -0.48
C -3.893 0.105 -0.447  0.63
C -4.293 1.415 -0.168  -0.71
C -3.370 2.377 0.176  -0.67
C -2.014 2.064 0.257  0.10
C -1.619 0.754 0.010  0.00
C -2.543 -0.213 -0.346  -0.87
H -2.181 -1.210 -0.539  0.48
H -0.586 0.454 0.104  0.53
N -1.110 3.065 0.649  0.03
C 0.210 3.220 0.323  0.12
O 0.955 3.939 0.960  -0.66
N 0.606 2.604 -0.836  -0.27
N 1.963 2.298 -0.999  -0.18
C 2.271 1.063 -1.452  0.33
O 1.418 0.309 -1.885  -0.69
C 3.760 0.717 -1.393  0.41
C 4.127 -0.207 -2.551  -1.60
H 4.070 0.347 -3.485  0.44
H 3.426 -1.037 -2.597  0.35
H 5.138 -0.584 -2.419  0.36
H 4.361 1.632 -1.429  0.43
O 4.054 0.164 -0.113  -0.55
C 3.219 -0.849 0.327  0.53
C 3.445 -2.169 -0.021  -0.37
C 2.638 -3.177 0.478  -0.73
C 1.602 -2.864 1.335  -0.74
C 1.371 -1.549 1.707  -0.48
C 2.169 -0.529 1.208  0.66
O 2.007 0.793 1.503  -0.24
C 1.234 1.138 2.630  -1.04
H 1.586 0.616 3.524  0.47
H 1.366 2.212 2.754  0.26
H 0.171 0.922 2.477  0.29
H 0.560 -1.325 2.383  0.42
H 0.965 -3.643 1.728  0.41
H 2.823 -4.203 0.198  0.40
H 4.271 -2.402 -0.674  0.51
H 2.560 2.830 -0.376  0.34
H 0.027 1.894 -1.275  0.41
H -1.462 3.759 1.295  0.26
H -3.696 3.384 0.387  0.45
H -5.342 1.654 -0.236  0.43
H -3.720 -2.214 -1.687  0.33
H -5.473 -2.481 -1.587  0.32
H -4.264 -3.955 0.013  0.35
H -3.576 -2.540 0.822  0.30
H -5.318 -2.815 0.863  0.30

2.
ORCA calculation (the ωB97M-V functional and the def2-TZVPD basis) on C19H23NO4 in the gas phase at a distorted geometry.

For the HOMO energy, the calculation gives -7.796 eV. The value obtained for the max |F| is 12.9 eV Å⁻¹. The electronic energy comes out at -1092.9503 hartree. Its spin multiplicity is 1. For the gap between HOMO and LUMO, the calculation gives 8.0 eV. The value obtained for the LUMO energy is 0.2 eV. The calculation puts the energy relative to the best compared isomer or geometry (same formula, charge and spin) at 16.8482 eV.

Each line ends with the Mulliken charge.
Cartesian coordinates (Å):
C 2.322 -0.838 -4.827  -0.98
H 2.440 -1.004 -5.793  0.34
H 3.047 -1.193 -4.071  0.35
H 2.091 0.273 -4.730  0.38
O 0.901 -1.398 -4.646  -0.45
C 0.570 -1.379 -3.399  1.29
C 1.291 -0.622 -2.442  -1.39
C 0.448 -0.606 -1.041  0.24
C -0.714 -1.270 -0.769  -0.22
C -1.243 -1.895 -1.735  -0.10
C -0.679 -2.265 -2.955  -0.32
O -1.544 -2.980 -3.896  -0.40
C -1.310 -2.700 -5.335  -0.76
H -0.207 -3.402 -5.418  0.23
H -2.141 -3.439 -5.694  0.26
H -1.081 -1.868 -5.751  0.37
H -2.113 -2.312 -1.615  0.80
C -1.138 -1.202 0.599  0.48
N -0.929 -2.476 1.526  -0.55
H -0.909 -3.299 0.780  0.34
C 0.419 -2.456 1.807  -0.52
C 0.768 -1.539 2.923  -1.10
C 0.128 -0.168 2.563  0.51
C 0.610 1.025 3.133  -0.95
C -0.289 2.199 2.867  0.50
C -0.962 2.442 1.780  0.09
C -1.308 1.394 0.958  -0.92
C -0.844 -0.115 1.557  -0.59
H -1.878 1.300 0.139  0.74
O -1.454 3.588 1.177  -0.31
C -1.552 4.675 1.936  -0.72
H -2.021 4.658 2.837  0.39
H -0.477 5.170 1.960  0.23
H -2.173 5.517 1.201  0.18
O 0.329 3.550 3.334  -0.38
C 1.213 3.299 4.662  -0.89
H 0.567 2.852 5.343  0.42
H 1.562 4.457 4.867  0.20
H 2.175 2.989 4.258  0.33
H 1.225 0.852 3.957  0.54
H 0.172 -1.628 3.839  0.37
H 1.887 -1.428 3.226  0.36
H 1.260 -2.210 0.945  0.10
H 0.778 -3.336 2.117  0.71
H -2.384 -1.345 0.508  0.24
H 1.054 0.162 -0.193  -0.06
H 2.094 -0.032 -2.487  0.63

3.
ORCA calculation (the ωB97M-V functional and the def2-TZVPD basis) on C19H23NO4 in the gas phase at a distorted geometry.

For the HOMO energy, the calculation gives -7.844 eV. The value obtained for the max |F| is 14.6 eV Å⁻¹. The electronic energy comes out at -1093.0120 hartree. Its spin multiplicity is 1. For the gap between HOMO and LUMO, the calculation gives 7.4 eV. The value obtained for the LUMO energy is -0.5 eV. The calculation puts the energy relative to the best compared isomer or geometry (same formula, charge and spin) at 15.1679 eV.

Each line ends with the Mulliken charge.
Cartesian coordinates (Å):
C -3.754 -3.301 0.024  -1.41
H -2.569 -3.403 -0.070  0.26
H -4.006 -3.327 -1.108  0.26
H -4.159 -4.142 0.514  0.43
C -4.206 -2.124 0.351  0.97
C -5.810 -1.938 0.584  -1.96
H -6.246 -1.986 -0.313  0.58
H -6.107 -0.922 0.907  0.32
H -6.226 -2.673 0.975  0.66
C -3.567 -0.870 -0.340  -1.08
H -4.083 -0.651 -1.322  0.31
H -2.635 -0.907 -0.510  0.86
C -3.793 0.384 0.158  -1.41
N -3.073 1.663 -0.440  -0.19
C -2.040 2.219 -0.103  0.34
O -1.691 2.075 1.280  -0.72
C -1.354 3.047 -0.930  -0.49
H -2.044 4.058 -0.958  0.33
O -0.024 3.763 -0.619  -0.34
C 0.828 2.791 -0.269  0.89
C 0.727 1.403 -0.836  0.02
C 1.747 0.663 -0.389  -0.14
C 3.054 1.172 0.067  0.17
C 3.063 2.464 0.532  -0.91
C 2.049 3.410 -0.078  -0.96
H 2.172 4.305 0.423  0.45
H 4.048 2.617 0.783  0.56
C 4.149 0.270 0.141  0.66
C 3.865 -1.217 -0.099  0.25
C 2.748 -1.703 -0.716  0.24
O 2.493 -2.679 -1.209  -0.50
O 1.683 -0.749 -1.043  -0.50
C 5.208 -1.960 0.037  -0.76
H 5.639 -2.337 -0.962  0.25
H 4.914 -3.024 0.486  0.29
C 6.082 -0.887 0.946  -1.29
H 5.952 -1.380 1.780  0.48
H 7.095 -1.134 0.922  0.52
C 5.471 0.380 0.735  -0.47
H 5.963 1.030 0.087  0.50
H 5.554 0.825 1.810  0.23
H -0.256 1.044 -0.927  0.25
H -1.430 2.710 -1.950  0.41
H -3.407 1.565 -1.414  0.32
H -3.530 0.661 1.218  0.44
H -4.720 0.765 0.271  0.68
H -3.773 -1.972 1.571  0.19

4.
ORCA calculation (the ωB97M-V functional and the def2-TZVPD basis) on a molecular structure, C19H23NO4S3Tl at a distorted geometry.

For the HOMO energy, the calculation gives -17.433 eV. The value obtained for the max |F| is 7.9 eV Å⁻¹. The electronic energy comes out at -2458.8494 hartree. Its spin multiplicity is 1. The total charge is +3. For the gap between HOMO and LUMO, the calculation gives 2.6 eV. The value obtained for the LUMO energy is -14.8 eV.

Each line ends with the Mulliken charge.
Cartesian coordinates (Å):
C -2.788 -4.152 -0.701  -0.61
C -3.251 -3.435 0.697  -0.41
S -3.284 -1.607 0.370  0.09
C -1.708 -0.891 1.034  -0.51
C -0.893 -0.077 -0.091  0.39
C -1.507 1.424 -0.167  0.22
C -2.703 1.785 -1.181  -0.06
C -3.271 3.243 -1.295  -0.62
C -2.722 4.407 -0.444  -0.39
C -1.564 4.049 0.595  -0.35
C -0.999 2.609 0.710  -0.13
O -1.049 -0.478 -1.509  -0.33
S 0.175 0.362 -2.345  1.41
O 0.897 -0.378 -3.451  -0.53
O -0.238 1.640 -3.051  -0.54
O 1.080 0.915 -1.016  -0.27
C 0.744 -0.065 0.050  0.44
C 1.379 0.182 1.509  -0.58
S 2.922 1.258 1.472  0.01
C 2.490 3.001 1.946  -0.23
C 3.691 3.828 2.621  -1.00
C 1.501 -1.398 -0.475  -0.01
C 0.859 -2.871 -0.474  0.38
C 1.550 -4.190 -0.960  -0.40
N 2.892 -4.145 -1.512  -0.44
C 3.508 -2.819 -1.569  -0.33
C 2.982 -1.405 -1.091  -0.41
H -1.944 -4.887 -0.430  0.19
H -3.661 -4.644 -1.244  0.37
H -2.305 -3.324 -1.340  0.12
H -2.483 -3.647 1.530  0.29
H -4.258 -3.840 1.083  0.45
H -1.964 -0.216 1.934  0.51
H -1.082 -1.767 1.460  0.49
H -3.133 0.976 -1.862  0.43
H -4.098 3.451 -2.052  0.42
H -3.086 5.496 -0.502  0.43
H -1.114 4.874 1.262  0.44
H -0.175 2.435 1.476  -0.03
H 1.739 -0.840 1.914  0.46
H 0.617 0.558 2.292  0.61
H 2.065 3.515 1.000  0.32
H 1.631 2.940 2.719  0.28
H 4.229 4.416 1.794  0.31
H 4.404 3.208 3.258  0.35
H 3.200 4.621 3.304  0.32
H -0.209 -2.970 -0.056  -0.43
H 1.024 -5.216 -0.922  0.35
H 4.563 -2.798 -2.041  0.46
H 3.585 -0.430 -1.197  0.37
Tl 1.762 -2.704 -3.051  0.71